(1)
{
  "formula": "H10O5",
  "method": "ωB97M-V/def2-TZVPD",
  "elements": ["O", "H", "H", "O", "H", "H", "O", "H", "H", "O", "H", "H", "O", "H", "H"],
  "coordinates": [[2.177374, 0.049574, 0.986897], [1.394792, -0.343288, 0.600310], [2.471430, 0.687952, 0.337099], [0.432018, 1.019979, -1.711207], [0.338473, 1.946466, -1.932839], [0.412586, 0.568258, -2.554892], [-0.608123, 0.535264, 0.050532], [-0.133540, 0.710339, -0.762079], [-0.533813, -0.411195, 0.172711], [-1.885047, 0.622381, 1.813626], [-1.290809, 0.819858, 1.089666], [-1.451964, -0.083294, 2.293930], [-0.613466, -1.717165, -0.262593], [-0.408425, -2.516791, -0.747153], [-0.301486, -1.888338, 0.625991]],
  "atomic_forces_ev_per_a": [[0.5, -0.4, 0.3], [-0.2, 0.3, -0.1], [0.0, 0.2, -0.1], [3.7, 1.8, -5.8], [0.0, 0.5, 0.1], [0.0, -0.4, -0.3], [0.0, 0.3, 1.8], [-0.9, -0.4, 1.1], [-0.6, 1.5, -0.4], [-2.8, -0.3, 3.7], [0.2, 0.7, -0.4], [-0.1, 0.0, 0.4], [0.1, -2.9, -0.5], [0.0, -0.4, -0.2], [0.0, -0.7, 0.5]],
  "charge": 0
}

---

(2)
{
  "formula": "C18H20BIrN2O6Se",
  "method": "ωB97M-V/def2-TZVPD",
  "elements": ["Ir", "O", "C", "O", "C", "C", "C", "C", "C", "N", "C", "O", "O", "H", "H", "H", "H", "C", "C", "C", "O", "B", "O", "C", "C", "C", "H", "H", "H", "H", "H", "H", "H", "H", "H", "H", "H", "H", "Se", "C", "C", "C", "N", "C", "C", "H", "H", "H", "H"],
  "coordinates": [[1.295361, -0.550230, -0.824198], [3.331489, -4.016482, 0.321603], [2.855348, -2.828266, -0.002384], [1.715750, -2.659800, -0.426652], [3.781290, -1.670857, 0.181124], [5.090530, -1.695494, 0.605321], [5.775926, -0.481778, 0.679762], [5.134752, 0.694510, 0.322232], [3.814616, 0.635579, -0.095082], [3.174311, -0.524022, -0.148544], [2.956767, 1.797735, -0.545315], [3.406783, 2.922109, -0.536712], [1.763986, 1.445543, -0.920632], [2.635545, -4.676060, 0.166618], [5.559175, -2.632974, 0.867633], [6.805176, -0.463803, 1.010060], [5.622781, 1.658838, 0.346558], [-0.632729, 3.619670, -0.205479], [-1.620784, 2.591098, -0.733105], [-2.662104, 3.260472, -1.609645], [-0.886682, 1.645058, -1.545853], [-0.580320, 0.579262, -0.725891], [-1.193340, 0.645348, 0.509513], [-2.208674, 1.678477, 0.385162], [-3.496138, 0.981331, -0.034961], [-2.377927, 2.347153, 1.732645], [-0.118785, 4.077322, -1.050326], [0.123842, 3.157083, 0.425735], [-1.146763, 4.401189, 0.356885], [-2.160084, 3.862443, -2.367120], [-3.297148, 3.921145, -1.014908], [-3.288730, 2.528386, -2.114614], [-3.370814, 0.482444, -0.997617], [-4.326995, 1.683705, -0.109631], [-3.744763, 0.225879, 0.711337], [-1.428814, 2.723444, 2.108118], [-2.771704, 1.624686, 2.448359], [-3.083646, 3.177404, 1.662005], [-0.801494, -1.304789, -1.921004], [-1.446123, -2.541316, -0.614185], [-1.183424, -2.426024, 0.745719], [-1.708390, -3.384352, 1.599492], [-2.453564, -4.415631, 1.204711], [-2.707597, -4.501297, -0.099095], [-2.233383, -3.602674, -1.041761], [-0.600719, -1.601287, 1.130742], [-1.516367, -3.314270, 2.665151], [-3.321091, -5.338953, -0.413070], [-2.474348, -3.736953, -2.088720]],
  "atomic_forces_ev_per_a": [[0.0, 0.1, -0.2], [-0.1, 0.1, -0.1], [0.1, 0.3, 0.1], [0.1, 0.0, 0.1], [-0.4, -0.4, -0.1], [0.2, 0.1, 0.1], [-0.1, -0.1, 0.0], [0.0, 0.0, 0.0], [0.1, 0.0, 0.0], [-0.2, 0.0, 0.1], [-0.2, 0.1, -0.1], [0.0, 0.0, 0.0], [0.1, 0.0, -0.1], [0.0, 0.0, 0.0], [0.0, 0.0, 0.0], [0.0, 0.0, 0.0], [0.0, 0.0, 0.0], [0.0, 0.0, 0.0], [0.0, 0.0, 0.0], [0.0, 0.0, 0.0], [0.0, -0.2, 0.1], [0.0, -0.3, 0.0], [0.0, 0.1, -0.1], [0.0, 0.0, 0.0], [0.0, 0.0, 0.0], [0.0, 0.0, 0.0], [0.0, 0.0, 0.0], [0.0, 0.0, 0.0], [0.0, 0.0, 0.0], [0.0, 0.0, 0.0], [0.0, 0.0, 0.0], [0.0, 0.0, 0.0], [0.0, 0.0, 0.0], [0.0, 0.0, 0.0], [0.0, 0.0, 0.0], [0.0, 0.0, 0.0], [0.0, 0.0, 0.0], [0.0, 0.0, 0.0], [0.2, 0.2, 0.0], [0.1, 0.0, 0.1], [0.0, -0.1, 0.0], [0.0, 0.0, 0.0], [0.0, 0.0, 0.0], [0.0, 0.0, 0.0], [0.0, 0.0, 0.0], [0.0, 0.0, 0.0], [0.0, 0.0, 0.0], [0.0, 0.0, 0.0], [0.0, 0.0, 0.0]],
  "charge": 0
}

---

(3)
{
  "formula": "C20H29CdClFN9O2S4",
  "method": "ωB97M-V/def2-TZVPD",
  "elements": ["Cd", "S", "S", "S", "S", "N", "C", "C", "C", "C", "N", "C", "N", "N", "C", "O", "O", "H", "H", "H", "H", "H", "H", "H", "H", "H", "H", "H", "H", "H", "H", "F", "Cl", "C", "C", "C", "C", "N", "C", "H", "H", "H", "H", "C", "C", "C", "C", "C", "C", "C", "H", "H", "H", "H", "H", "H", "H", "N", "C", "N", "N", "C", "N", "H", "H", "H", "H"],
  "coordinates": [[-1.244225, 3.676384, -3.841062], [-3.099203, 2.039362, -3.736018], [-3.011120, 1.647390, -5.893663], [-1.044602, 1.793610, -6.354005], [-0.491408, 3.811745, -6.175149], [2.325497, -1.791587, -2.674230], [2.371858, -1.667079, -1.196082], [1.849629, -2.954930, -0.468387], [1.328678, -2.833610, 0.958421], [2.409784, -2.169792, 1.834992], [3.711550, -2.806842, 1.899792], [3.921387, -3.906951, 2.654901], [3.163262, -4.529391, 3.439550], [5.298595, -4.333780, 2.566909], [3.769689, -1.248906, -0.802267], [4.004366, 0.001432, -0.743988], [4.610622, -2.185443, -0.618719], [2.575983, -0.896844, -2.994762], [3.043196, -2.422450, -2.906314], [1.721549, -0.923778, -0.865010], [2.755343, -3.533121, -0.477450], [1.202565, -3.516746, -1.179750], [1.018481, -3.786789, 1.353784], [0.451100, -2.128435, 0.976294], [2.090186, -2.037333, 2.900610], [2.698063, -1.122309, 1.460914], [4.368643, -2.540001, 1.214961], [2.273479, -4.197442, 3.567522], [-3.576914, 0.364801, 6.245454], [5.804586, -4.288205, 1.681957], [5.495595, -4.951021, 3.341722], [-1.580983, 5.452757, -2.784079], [1.383451, 6.373021, 0.121136], [1.522076, 4.875255, -0.614371], [2.327586, 3.813992, -0.288776], [2.074090, 2.553738, -0.890579], [1.125371, 2.378908, -1.838947], [0.406420, 3.485986, -2.201179], [0.550732, 4.671613, -1.620847], [3.056210, 3.832998, 0.531500], [2.680416, 1.712860, -0.581202], [0.949589, 1.446767, -2.292851], [-0.048609, 5.497057, -2.001797], [-3.036597, 0.583713, 5.327466], [-3.602719, 1.519405, 4.203978], [-2.999612, 2.772395, 3.858427], [-3.321279, 3.398791, 2.651061], [-4.204324, 2.791616, 1.745538], [-4.920462, 1.737471, 2.152078], [-4.628767, 1.089067, 3.360249], [-2.045558, 0.974975, 5.658673], [-2.903425, -0.383911, 4.812193], [-2.225762, 3.235958, 4.426717], [-2.687468, 4.243311, 2.399870], [-4.340273, 3.364386, 0.826891], [-5.556209, 1.219980, 1.382014], [-5.114408, 0.143285, 3.559354], [-1.004798, -1.297875, -2.150440], [-2.168066, -1.954285, -2.487886], [-3.231415, -1.111755, -2.625968], [-2.197114, -3.224425, -2.801256], [-3.354652, -3.757183, -3.187762], [-4.357397, -4.209519, -3.515815], [-0.954454, -0.360228, -2.285574], [-0.213748, -1.921957, -2.320581], [-3.110287, -0.075810, -2.591275], [-4.063771, -1.434297, -3.106885]],
  "atomic_forces_ev_per_a": [[-0.2, 0.3, 0.1], [0.0, -0.4, -1.0], [0.0, 0.3, 1.2], [0.2, 0.1, -0.2], [-0.1, -0.4, -0.2], [-1.9, -0.4, 1.7], [-0.6, -1.6, 0.5], [0.7, -0.4, -1.8], [0.0, 2.0, -0.5], [0.8, 1.5, 0.5], [-1.8, -0.7, 1.1], [2.9, 0.5, -1.4], [1.7, -2.0, 1.0], [-1.5, 0.6, 0.4], [1.8, 0.7, 0.5], [-0.4, -1.3, 0.0], [-0.4, 0.7, -0.2], [0.5, 1.2, -0.9], [1.1, -0.9, -0.6], [-1.2, 1.8, 0.0], [0.5, -0.8, 0.4], [-0.2, 0.5, 0.6], [-0.1, -0.4, 0.1], [0.5, -0.7, 0.0], [-0.1, 0.0, -0.8], [-1.0, -1.3, 0.4], [0.9, 0.3, -1.0], [-2.5, 1.3, 0.1], [-0.7, 0.4, -0.2], [-0.3, -0.2, 0.8], [0.4, -0.3, -0.8], [-0.7, 0.5, -0.2], [0.6, 1.5, 1.1], [-1.1, -1.8, -1.4], [-0.2, -0.8, 0.7], [1.4, 0.2, 1.0], [-0.4, 3.1, 0.5], [-0.4, -0.6, -0.5], [1.5, -0.8, 0.0], [-0.2, 0.3, -0.5], [0.2, -0.2, 0.0], [-0.4, -0.9, -0.7], [-0.2, -0.3, 0.2], [0.7, 0.6, -1.2], [0.1, 0.7, 0.5], [-1.0, -1.1, -0.7], [0.8, -1.0, 0.7], [1.1, 3.5, 0.1], [-1.1, -2.7, -0.8], [0.5, -0.2, 0.0], [-0.6, -0.4, -0.4], [0.3, 0.3, 0.4], [0.4, -0.1, 0.6], [-0.5, 0.1, -0.3], [-0.2, -0.7, -0.1], [0.3, 0.6, 1.2], [-0.1, -0.1, 0.1], [-0.6, -5.6, 0.5], [-0.6, 2.4, -1.2], [-0.1, 0.3, 0.4], [0.2, -0.5, 0.4], [1.5, 1.2, 0.8], [-1.2, -0.7, -0.5], [0.3, 3.0, -0.6], [0.3, 0.9, 0.1], [0.0, -1.1, -0.3], [0.3, 0.0, 0.2]],
  "charge": -2
}

---

Number 1: gap between HOMO and LUMO 8.817 eV, HOMO level -9.00 eV. Number 2: gap between HOMO and LUMO 6.244 eV, HOMO level -7.65 eV. Number 3: gap between HOMO and LUMO 6.917 eV, HOMO level -3.17 eV.